Entry 1:
13
Properties=species:S:1:pos:R:3 method="wB97M-V/def2-TZVPD" de_lowest_kcal_mol=79.3 mol_weight_g_mol=177.0 smiles="N=C=C/C=C(/O)NBr" homo_lumo_gap_ha=0.2657 homo_energy_ev=-7.8
H -0.14213 -1.90034 -0.81286
O 2.61796 -0.95663 0.46467
H 3.35606 -1.01689 -0.21678
H 1.05981 1.08402 1.00523
Br 1.90590 -2.74128 -2.04004
H -1.15662 1.62702 1.00216
C 1.27163 -0.85534 0.08600
C 0.49848 0.24712 0.46487
N -2.79329 0.02857 -1.19321
H -3.01459 0.21125 -2.23526
C -0.94633 0.68006 0.36477
N 0.83769 -2.04199 -0.52815
C -1.76659 0.37580 -0.60700

Entry 2:
46
Properties=species:S:1:pos:R:3 method="wB97M-V/def2-TZVPD" total_charge=+1 mol_weight_g_mol=497.0 homo_lumo_gap_ha=0.2553 homo_energy_ev=-12.2
O 1.98105 -3.74973 2.13720
H 2.85628 -4.00539 2.51169
H -0.81303 -1.53085 0.00253
H -4.77682 -0.47539 1.38286
C 1.66875 -0.59586 0.05198
H -0.31771 -3.35623 0.33790
H -4.24845 1.86051 2.72887
O -7.68710 3.79606 -0.05332
H -4.24259 6.19278 0.51554
O -6.54020 5.14469 -1.46600
C -3.84792 0.00118 1.69932
C -3.95626 1.49379 1.74394
H 6.29467 -3.43382 -2.95309
H -3.97091 4.71171 -0.43092
H 0.35399 -2.39604 -1.13122
H -4.84361 6.11588 -2.16578
H -3.53853 -0.42562 2.65773
H 3.99545 -4.90843 -2.96841
C 5.77469 -2.23446 -1.00182
H -5.86321 7.03557 -1.03576
H 4.68549 -1.34232 0.95150
N 1.13689 -1.75492 0.85081
O 7.52296 -0.77616 -1.93379
H 1.90788 -0.87860 -1.05102
O 7.65347 -0.94426 0.37272
C -6.74720 4.50172 -0.28453
C 0.02478 -2.32171 -0.01774
B 2.15136 -2.83199 1.03221
C 5.52274 -3.27709 -2.13189
C -2.05779 0.91416 0.71302
C 4.21445 -4.14287 -2.13987
C 4.65819 -2.07976 0.08378
C -4.72245 5.44067 -0.11266
C 3.38707 -2.97218 -0.04567
N 3.20816 -3.94624 -1.10228
O -2.64117 1.92174 1.41363
O -2.81601 -0.21507 0.74486
O -5.74634 4.76266 0.60266
C 7.04845 -1.28647 -0.87817
H 2.63562 -0.14917 0.47913
H 0.88992 0.25959 -0.02419
O -1.00677 1.00878 0.13788
C -5.45996 6.04567 -1.26817
I 8.57359 -2.52738 1.21632
H 2.35179 -4.53490 -1.16968
H -4.65366 1.88572 0.99793

Entry 3:
24
Properties=species:S:1:pos:R:3 method="wB97M-V/def2-TZVPD" de_lowest_kcal_mol=41.2 mol_weight_g_mol=231.2 homo_lumo_gap_ha=0.3805 homo_energy_ev=-10.0
N -0.89246 0.42740 2.08311
H -2.28324 -1.71961 -4.50730
C 1.72090 2.43451 -0.24854
H 1.92151 3.13189 0.62458
C -0.31019 -1.00956 -3.34579
O -0.63719 -1.88990 1.82382
C 0.94754 -0.87639 -2.49224
C -1.08321 -2.27819 3.15692
O -1.75984 2.26773 0.56340
N 0.78444 1.31626 0.19794
C 0.41942 0.35506 -0.54894
C -1.37140 -1.40265 -3.92284
S -0.50760 1.80241 1.17532
H 1.85992 -0.79907 -3.12493
N -0.30255 -0.57538 -0.00015
H -1.28710 -1.38344 3.78661
O 0.01066 2.83764 2.15484
C -0.66215 -0.59695 1.28622
H -0.28118 -2.91982 3.51728
O 0.84461 0.41288 -1.80093
H -1.98548 -2.85637 3.15266
H 1.25822 3.06606 -1.01216
H 2.59018 1.97606 -0.64204
H 1.00619 -1.72055 -1.87688

Entry 4:
15
Properties=species:S:1:pos:R:3 method="wB97M-V/def2-TZVPD" de_lowest_kcal_mol=13.1 s_squared=0.750 total_charge=-1 mol_weight_g_mol=90.1 spin_multiplicity=2 homo_lumo_gap_ha="0.0949 / 0.4049" homo_energy_ev="0.8 / -7.4"
H 1.72380 1.44101 -2.56474
H 1.16874 0.19013 -3.21211
O 1.15979 0.68674 -2.39386
H -2.50456 0.50404 -0.09525
O 2.55642 0.40262 1.15792
H 2.72401 0.89276 1.96285
H -1.74421 -2.88132 1.32321
O -1.36231 -2.21837 1.89843
O -3.29135 0.99985 0.13140
H -3.40221 1.61760 -0.59132
H -0.69968 -1.78609 1.35964
H 2.90823 -0.47060 1.33101
O -0.10648 0.07393 -0.03497
H 0.63453 0.09064 0.57072
H 0.23523 0.45703 -0.84286

Entry 5:
9
Properties=species:S:1:pos:R:3 method="wB97M-V/def2-TZVPD" de_lowest_kcal_mol=81.4 s_squared=12.017 total_charge=+2 mol_weight_g_mol=187.1 spin_multiplicity=7 homo_lumo_gap_ha="0.2773 / 0.2819" homo_energy_ev="-17.1 / -20.2"
O 0.69552 -0.20881 0.02790
C -1.50898 -1.09457 0.03816
Ru 3.07423 -0.03208 0.24456
O 0.10528 1.93910 -0.18266
O -1.39882 0.32448 0.19459
H 0.19918 -2.55529 -0.15393
C -0.16914 0.71840 0.10409
H -0.67206 2.51923 -0.14815
C -0.32521 -1.61047 -0.12454

Entry 6:
124
Properties=species:S:1:pos:R:3 method="wB97M-V/def2-TZVPD" de_lowest_kcal_mol=108.3 s_squared=0.782 total_charge=+1 mol_weight_g_mol=1251.0 spin_multiplicity=2 homo_lumo_gap_ha="0.2367 / 0.2229" homo_energy_ev="-9.3 / -9.3"
H 3.18016 1.82517 2.50328
C 5.42142 -2.00052 4.07198
C 1.68060 2.55182 -1.80611
H -3.32816 4.37457 -4.75656
C 1.41933 7.25664 -2.44834
N 1.24907 -0.86877 -3.39906
H 0.30752 8.52901 0.49274
H -2.68123 3.86481 -6.24883
C 1.60837 -6.52577 1.77001
H 3.76923 -3.58678 0.50260
C 2.11552 -4.16787 1.74686
C -1.66535 -2.08293 4.17462
N -7.57196 -2.44243 -1.20028
C -0.77476 3.36423 0.33010
C 2.92354 2.89921 -2.33684
C -2.44952 2.51668 -4.71185
C 2.40722 1.85173 1.73220
C -2.88302 -3.39460 0.56074
N -0.51160 -1.45529 -1.72854
H -3.23788 3.01671 -2.77012
H 0.12911 1.07934 -1.77663
C 0.85417 -3.01218 4.82418
C 2.28547 -1.68729 -4.04376
C -1.82359 3.69625 -0.52995
H 2.08456 -0.09740 3.73284
H -5.81651 -4.47295 -0.68587
S -1.61387 -1.56498 -2.94409
C -1.06262 3.13784 1.67685
C -1.56292 0.28054 -4.92958
C 3.12409 -2.37733 -3.25333
H -3.61304 -5.32131 0.03678
O -0.99808 -2.32442 -4.00973
N -3.13351 -2.08904 0.60747
C 0.77363 -1.55862 -2.11849
C -4.26762 -1.60197 0.11722
H 1.00816 9.25407 -1.77136
C 1.74715 0.54478 -3.09996
C 2.87320 -2.48442 -1.87197
H -2.56237 3.13152 3.21347
H 4.49295 2.39350 -3.71242
C -2.48188 1.02068 -2.81507
H -1.60196 3.92753 -1.56746
H 0.99867 -7.34944 2.12596
C -0.13592 -3.03473 5.78857
C 1.32956 -5.22903 2.18920
H -2.18038 -2.54597 6.19876
H -3.94386 4.03869 -0.74417
Ir 0.56466 -1.49681 0.50680
C 1.07286 1.37046 -2.21678
C -3.25339 -1.02444 2.67698
H -0.26171 2.89833 2.37075
C -1.83216 1.51668 -5.47829
H 5.98893 -0.45932 5.45169
H -7.58592 -3.44238 -1.15873
C -6.50121 -1.69204 -0.85198
H 2.89108 -7.78494 0.59381
C 2.95604 0.91457 -3.66544
C -0.88576 -1.56681 1.80502
C -1.39099 -2.56351 5.45114
C 3.53478 2.11103 -3.29499
H 3.97151 -2.88972 -3.69130
H 6.35558 -2.54062 4.16957
N 1.64494 -2.17616 -1.37764
C -2.96736 -1.50535 3.86899
H 2.32495 -1.63850 -5.12192
H 3.43023 3.79213 -1.98481
O 2.06243 -0.01715 0.17088
Ge 1.05942 3.60619 -0.28687
H 1.71529 7.57217 -3.44458
C 2.27012 3.31750 1.22411
H 0.07635 -3.38850 6.79050
O 3.96540 1.13635 0.08797
C 0.65428 6.44490 0.09531
H 0.44671 -0.82989 -4.02558
H 3.56332 -2.97326 -1.20495
C -1.87533 0.03302 -3.59348
H 0.34015 6.13533 1.09078
H -1.90709 -3.69720 0.91515
C -5.27594 -2.41754 -0.34708
C 2.66651 -6.76976 0.90548
N -2.72546 3.74427 -5.25410
H 4.26527 -5.90106 -0.23908
H -1.57921 1.71714 -6.51485
C 3.02657 -0.62944 3.82494
H 1.46666 1.46170 2.13007
H -4.41281 3.69617 1.66081
H 0.50434 -5.04069 2.86821
C -0.67544 -2.08088 3.17652
C -3.83308 -4.26309 0.07572
C -2.36158 3.27278 2.15745
H 3.85853 0.78126 5.20414
C 0.56265 -2.55111 3.54716
H 1.85526 -3.36018 5.06458
H -2.74785 0.81099 -1.77970
C 5.21738 -0.83073 4.78647
H -3.70767 -1.45114 4.66575
C 3.21270 -1.82537 3.12718
O -6.49066 -0.47900 -0.91762
C 2.86866 0.91813 0.59857
C 0.63031 7.79404 -0.23856
C -3.39903 3.58652 1.28616
C -3.13328 3.78319 -0.06588
C -2.75945 2.24763 -3.36730
H 3.47257 0.26037 -4.35402
C 3.44211 -5.71203 0.44317
O -2.83609 -2.02566 -2.37119
H -8.38494 -1.96525 -1.54824
C 4.02034 -0.13697 4.65322
P 1.75794 -2.45390 2.23359
C 3.16346 -4.41702 0.85855
C 1.06904 5.48253 -0.83300
H 3.25261 3.68052 0.91995
C -5.06016 -3.77588 -0.34290
H -4.22667 -0.57796 2.47768
H -1.14526 -0.51077 -5.54368
H 4.59762 -3.42374 2.70768
C 1.44221 5.90529 -2.11118
C 4.42575 -2.49824 3.23668
C 1.01979 8.20136 -1.51119
H -4.39656 -0.52542 0.12382
C -2.31761 -1.13152 1.48717
H -2.30388 -0.17850 0.95793
H 1.74948 5.17664 -2.85503
H 1.91571 3.97094 2.02779

Entry 7:
10
Properties=species:S:1:pos:R:3 method="wB97M-V/def2-TZVPD" de_lowest_kcal_mol=117.2 mol_weight_g_mol=84.1 homo_lumo_gap_ha="0.2762 / 0.2761" homo_energy_ev="-7.8 / -7.8"
H -0.01986 -2.03077 -0.34909
H 1.69280 2.63581 0.25339
N 1.67375 0.57399 0.21843
H -2.24943 -1.36018 -0.56147
O -2.20616 -0.50795 -0.10870
N 1.44614 -0.64290 -0.03277
H -0.87065 0.77842 0.64591
C 0.13574 -1.00102 -0.05324
C -0.91113 -0.13421 0.06770
C 1.30881 1.68880 -0.08017

Entry 8:
11
Properties=species:S:1:pos:R:3 method="wB97M-V/def2-TZVPD" de_lowest_kcal_mol=71.6 mol_weight_g_mol=219.0 homo_lumo_gap_ha=0.2863 homo_energy_ev=-8.3
H -1.26471 1.95627 -0.50825
C 1.11501 -1.27773 0.31524
H 1.20976 -1.54892 1.40352
H 1.19155 -2.20883 -0.31928
H 1.89115 -0.56867 0.08275
I -3.29414 -0.56348 -0.33204
F 0.22546 2.20401 0.81944
C -0.18437 -0.47588 0.02118
F 0.59855 1.90113 -1.20176
C -0.20054 1.62333 -0.24456
N -1.28774 -1.04124 -0.03624